Below is a 2-piece molecular cluster, C6H9N2O2 overall in a non-equilibrium geometry, with properties calculated with the ωB97M-V functional and the def2-TZVPD basis.

Values from the calculation:
maximum force	3.1	eV Å⁻¹
LUMO	3.52	eV
ΔE to the lowest compared entry with this formula, charge and spin	19.6	kcal per mole
net charge	-1
HOMO level	-4.58	eV

Each atom is followed by the atoms it is bonded to, with distances in Å.
CARTESIAN COORDINATES (ANGSTROEM)
1 C 1.40 -0.18 -3.55  C2 1.569, H5 1.099, H6 1.098, H7 1.089
2 C 1.11 -1.59 -2.91  C1 1.569, O3 1.247, O4 1.250
3 O 1.21 -2.54 -3.71  C2 1.247
4 O 0.83 -1.54 -1.70  C2 1.250
5 H 1.34 -0.15 -4.64  C1 1.099
6 H 2.43 0.18 -3.43  C1 1.098
7 H 0.82 0.61 -3.09  C1 1.089
8 C -1.82 0.37 3.51  C11 1.491, H17 1.092, H18 1.097, H19 1.087
9 C 0.78 1.08 1.21  N12 1.364, N13 1.297, H15 1.075
10 C -1.13 0.10 1.01  C11 1.356, N12 1.372, H16 1.080
11 C -1.08 0.65 2.24  C8 1.491, C10 1.356, N13 1.426
12 N 0.02 0.39 0.31  C9 1.364, C10 1.372, H14 1.021
13 N 0.21 1.25 2.36  C9 1.297, C11 1.426
14 H 0.11 -0.13 -0.57  N12 1.021
15 H 1.82 1.21 0.94  C9 1.075
16 H -1.91 -0.50 0.57  C10 1.080
17 H -1.62 -0.65 3.85  C8 1.092
18 H -2.88 0.41 3.26  C8 1.097
19 H -1.63 1.04 4.34  C8 1.087